This record from the OMol25 dataset describes an isolated molecule of C5H8N2 at a distorted geometry. The level of theory is ωB97M-V/def2-TZVPD.

Summary:
HOMO energy = -0.360 Ha
Relative energy (zero: lowest compared OMol25 entry of this formula, charge and spin) = 83.1 kcal/mol
Gap between HOMO and LUMO = 10.521 eV
SMILES = C[C@@]1(CC#N)CN1

```
15
C5H8N2 | the OMol25 dataset | ωB97M-V/def2-TZVPD
C 1.009 -0.754 0.735
C 0.182 0.073 -0.252
C -1.332 -0.309 -0.445
C -1.843 -1.049 0.659
N -2.037 -1.261 1.785
C 0.541 1.491 -0.457
N 0.863 0.509 -1.485
H 0.461 -0.912 1.667
H 1.280 -1.743 0.340
H 1.946 -0.234 0.985
H -1.589 -0.369 -1.495
H -2.415 0.196 -0.026
H 1.328 1.905 0.168
H -0.254 2.177 -0.734
H 1.860 0.279 -1.446
```


This record from the OMol25 dataset describes C45H45N8O6PS2SeTeY as an isolated structure. The level of theory is ωB97M-V/def2-TZVPD.

Summary:
Charge = -1
HOMO energy = -0.158 Ha
Relative energy (zero: lowest compared OMol25 entry of this formula, charge and spin) = 0.8 kcal/mol
Gap between HOMO and LUMO = 5.253 eV

```
110
C45H45N8O6PS2SeTeY | the OMol25 dataset | ωB97M-V/def2-TZVPD
Y -0.950 -1.126 0.456
S -2.202 1.101 3.301
C -0.541 1.008 3.031
N 0.092 0.237 2.162
C 1.470 0.429 2.178
C 2.380 -0.243 1.363
C 3.725 0.056 1.481
C 4.174 1.016 2.390
C 3.277 1.690 3.201
C 1.924 1.390 3.090
S 0.561 2.022 3.962
H 2.051 -0.984 0.642
H 4.438 -0.474 0.863
H 5.233 1.231 2.468
H 3.625 2.429 3.913
O -0.689 -4.421 -5.033
C -0.735 -3.785 -4.010
C 0.417 -3.011 -3.377
O 1.515 -2.827 -3.866
C -0.118 -2.479 -2.122
C -1.486 -2.759 -2.015
O -2.180 -2.263 -1.033
C -1.969 -3.537 -3.146
O -3.105 -3.888 -3.407
O 0.484 -1.748 -1.264
Se -9.075 -1.330 0.187
N -7.867 -2.270 1.117
C -6.713 -1.700 0.925
C -5.469 -2.163 1.530
C -5.449 -3.222 2.437
C -4.249 -3.584 2.995
C -3.094 -2.914 2.599
N -3.093 -1.928 1.710
C -4.270 -1.530 1.206
C -4.267 -0.338 0.333
N -3.090 0.268 0.123
C -3.079 1.397 -0.572
C -4.218 1.971 -1.127
C -5.423 1.335 -0.950
C -5.455 0.165 -0.196
C -6.706 -0.541 0.061
N -7.853 -0.183 -0.441
H -6.375 -3.721 2.689
H -4.175 -4.384 3.717
H -2.124 -3.200 2.984
H -2.118 1.867 -0.705
H -4.130 2.891 -1.688
H -6.345 1.719 -1.366
C 5.568 -2.235 4.489
C 4.292 -2.599 3.779
C 4.308 -3.218 2.540
C 3.137 -3.520 1.848
C 3.256 -4.120 0.474
C 1.896 -3.224 2.431
Te 0.120 -3.750 1.402
C 1.864 -2.615 3.698
C 0.572 -2.283 4.394
C 3.057 -2.304 4.339
H 6.437 -2.432 3.860
H 5.689 -2.804 5.413
H 5.581 -1.175 4.755
H 5.262 -3.440 2.070
H 4.291 -4.081 0.130
H 2.622 -3.600 -0.247
H 2.930 -5.163 0.463
H -0.098 -1.717 3.746
H 0.758 -1.692 5.292
H 0.039 -3.194 4.681
H 3.016 -1.808 5.305
O -0.009 0.765 -0.698
P 0.271 1.920 -1.596
N -0.701 1.829 -2.917
C -1.316 0.546 -3.325
C -2.094 0.935 -4.572
C -1.172 1.956 -5.234
C -0.627 2.762 -4.050
N 0.034 3.329 -0.787
C 0.028 3.363 0.693
C -0.172 4.841 0.990
C 0.629 5.518 -0.119
C 0.327 4.656 -1.348
N 1.815 2.000 -2.167
C 2.894 2.363 -1.230
C 4.195 1.996 -1.969
C 3.748 1.288 -3.261
C 2.312 0.873 -2.979
H -1.946 0.140 -2.534
H -0.551 -0.200 -3.557
H -3.039 1.404 -4.286
H -2.315 0.073 -5.199
H -1.674 2.590 -5.965
H -0.355 1.440 -5.742
H -1.242 3.647 -3.859
H 0.400 3.097 -4.218
H 0.985 3.014 1.096
H -0.757 2.731 1.105
H 0.160 5.101 1.994
H -1.231 5.097 0.903
H 1.696 5.469 0.114
H 0.367 6.565 -0.274
H 1.170 4.611 -2.042
H -0.537 5.042 -1.898
H 2.812 1.788 -0.304
H 2.830 3.423 -0.975
H 4.800 1.341 -1.343
H 4.795 2.879 -2.190
H 4.376 0.437 -3.520
H 3.765 1.990 -4.097
H 2.263 -0.066 -2.414
H 1.711 0.748 -3.880
```


This record from the OMol25 dataset describes C5H3NO as an isolated structure at a distorted geometry. The level of theory is ωB97M-V/def2-TZVPD.

Summary:
HOMO energy = -0.338 Ha
Relative energy (zero: lowest compared OMol25 entry of this formula, charge and spin) = 105.1 kcal/mol
Gap between HOMO and LUMO = 7.887 eV

```
10
C5H3NO | the OMol25 dataset | ωB97M-V/def2-TZVPD
O -0.418 -0.402 -2.195
C 0.218 -0.141 -1.123
C -0.676 0.368 -0.140
C -0.500 0.167 1.265
C -0.371 -0.034 2.447
C 1.638 -0.380 -1.024
N 2.777 -0.551 -0.914
H -1.365 -0.164 -1.364
H -1.053 1.350 -0.444
H -0.250 -0.213 3.493
```


This record from the OMol25 dataset describes C5H8O as an isolated structure. The level of theory is ωB97M-V/def2-TZVPD.

Summary:
HOMO energy (alpha / beta) = -0.256 / -0.257 Ha
Relative energy (zero: lowest compared OMol25 entry of this formula, charge and spin) = 152.4 kcal/mol
Gap between HOMO and LUMO (alpha / beta) = 7.451 / 7.452 eV

```
14
C5H8O | the OMol25 dataset | ωB97M-V/def2-TZVPD
C -0.181 -1.627 -1.086
C -0.175 -0.214 -0.609
C 1.107 0.293 0.041
C 0.199 0.829 1.113
C -0.928 1.518 0.487
O -0.814 -0.205 0.955
H 0.239 -2.312 -0.324
H 0.442 -1.706 -1.990
H -1.187 -1.972 -1.346
H 1.779 -0.489 0.438
H 1.687 1.039 -0.514
H 0.501 1.045 2.137
H -1.742 1.776 1.165
H -0.927 2.026 -0.469
```


This record from the OMol25 dataset describes C12H14Cl5F6IrO3SSb as an isolated structure. The level of theory is ωB97M-V/def2-TZVPD.

Summary:
Charge = +1
HOMO energy = -0.425 Ha
Relative energy (zero: lowest compared OMol25 entry of this formula, charge and spin) = 0.0 kcal/mol
Gap between HOMO and LUMO = 7.507 eV

```
43
C12H14Cl5F6IrO3SSb | the OMol25 dataset | ωB97M-V/def2-TZVPD
Ir 0.154 -0.288 -0.151
C 0.265 2.287 1.539
O 0.369 1.728 0.208
C 1.480 2.194 -0.609
C 2.694 1.326 -0.376
O 2.293 -0.046 -0.598
C 2.979 -1.018 0.236
C 2.451 -0.882 1.647
O 0.999 -0.920 1.648
C 0.428 -2.092 2.320
H 0.295 3.371 1.455
H -0.693 1.958 1.930
H 1.074 1.925 2.174
H 1.135 2.110 -1.637
H 1.672 3.242 -0.384
H 3.503 1.581 -1.060
H 3.052 1.445 0.648
H 2.751 -1.989 -0.199
H 4.055 -0.843 0.200
H 2.828 -1.666 2.300
H 2.718 0.082 2.080
H 0.778 -2.063 3.350
H -0.650 -1.974 2.293
H 0.738 -2.999 1.817
F 0.140 -2.188 -0.840
Sb 0.405 -4.247 -1.090
F 1.486 -3.661 -2.499
F 1.903 -3.961 0.043
F 0.688 -6.064 -1.287
F -0.640 -4.335 0.463
F -1.115 -4.117 -2.156
Cl -0.870 0.307 -2.170
C -2.257 1.210 -1.568
C -2.751 0.855 -0.322
C -3.896 1.520 0.114
Cl -4.561 1.094 1.636
C -4.491 2.511 -0.669
Cl -5.884 3.319 -0.100
C -3.947 2.855 -1.909
Cl -4.657 4.084 -2.862
C -2.812 2.189 -2.371
Cl -2.115 2.563 -3.891
S -1.994 -0.402 0.646
```


This record from the OMol25 dataset describes a 3-piece molecular cluster, C40H36BF9IN4O6S2 overall at a distorted geometry. The level of theory is ωB97M-V/def2-TZVPD.

Summary:
Charge = +1
HOMO energy = -0.418 Ha
Gap between HOMO and LUMO = 8.481 eV

```
99
C40H36BF9IN4O6S2 | the OMol25 dataset | ωB97M-V/def2-TZVPD
C -2.235 -2.343 -0.809
N -1.585 -1.353 0.086
C -1.695 0.021 -0.473
B -0.181 -1.766 0.183
O 0.641 -1.981 -0.886
N 0.311 -2.045 1.558
C -0.476 -2.912 2.267
N -1.645 -2.494 2.678
C -2.646 -3.259 3.384
C -3.212 -2.546 4.606
O -4.180 -2.937 5.168
I -2.136 -0.817 5.319
N -0.061 -4.190 2.534
C 1.015 -4.658 1.632
C 2.227 -3.724 1.569
S 3.193 -4.127 0.083
C 1.763 -2.277 1.823
C 2.605 -1.157 1.234
C 4.021 -1.147 1.823
C 4.191 -0.285 3.071
F 4.708 -1.077 4.058
F 3.016 0.180 3.557
C 5.216 0.888 3.012
F 6.414 0.364 2.749
F 5.263 1.454 4.217
S 4.926 2.282 1.744
F 4.279 3.218 2.832
F 3.475 1.731 1.384
F 5.541 1.361 0.605
F 6.355 2.854 2.080
F 4.729 3.412 0.679
H -3.312 -2.333 -0.655
H -2.019 -2.154 -1.861
H -1.874 -3.353 -0.600
H -2.051 0.705 0.293
H -2.443 0.034 -1.262
H -0.761 0.399 -0.889
H 1.004 -1.191 -1.308
H -1.866 -1.530 2.453
H -2.243 -4.202 3.743
H -3.482 -3.488 2.724
H 0.188 -4.290 3.516
H 0.582 -4.766 0.641
H 1.312 -5.645 1.972
H 2.889 -3.984 2.392
H 2.829 -3.119 -0.715
H 1.861 -2.129 2.901
H 2.084 -0.232 1.462
H 2.675 -1.216 0.153
H 4.313 -2.156 2.101
H 4.721 -0.851 1.051
C -0.176 -5.663 -5.747
C 0.013 -5.304 -4.416
C 0.620 -4.100 -4.100
C 1.049 -3.253 -5.116
C 0.873 -3.621 -6.451
C 0.253 -4.824 -6.762
C 1.355 -2.746 -7.560
O 1.195 -3.060 -8.717
C 2.045 -1.476 -7.190
C 2.546 -0.666 -8.199
C 3.181 0.523 -7.880
C 3.312 0.912 -6.552
C 2.817 0.106 -5.541
C 2.187 -1.093 -5.853
C 1.684 -1.957 -4.754
O 1.784 -1.626 -3.586
H -0.655 -6.601 -5.991
H -0.314 -5.968 -3.627
H 0.770 -3.806 -3.070
H 0.116 -5.093 -7.800
H 2.435 -0.976 -9.229
H 3.574 1.151 -8.668
H 3.805 1.843 -6.307
H 2.918 0.397 -4.505
C -0.669 5.619 4.472
C -1.232 6.817 4.899
C -2.510 7.167 4.497
C -3.229 6.324 3.659
C -2.659 5.128 3.218
C -1.380 4.777 3.634
C -3.394 4.221 2.293
O -2.900 3.175 1.918
C -4.749 4.640 1.838
C -5.439 3.838 0.937
C -6.704 4.204 0.512
C -7.291 5.371 0.989
C -6.608 6.176 1.885
C -5.334 5.818 2.307
C -4.609 6.715 3.253
O -5.122 7.728 3.674
H 0.328 5.346 4.792
H -0.672 7.478 5.546
H -2.961 8.093 4.825
H -0.951 3.846 3.291
H -4.974 2.931 0.575
H -7.238 3.581 -0.193
H -8.281 5.653 0.660
H -7.051 7.087 2.262
```


This record from the OMol25 dataset describes a 2-piece molecular cluster, C8H18N2 overall at a distorted geometry. The level of theory is ωB97M-V/def2-TZVPD.

Summary:
HOMO energy = -0.320 Ha
Relative energy (zero: lowest compared OMol25 entry of this formula, charge and spin) = 87.6 kcal/mol
Gap between HOMO and LUMO = 9.654 eV
SMILES = C/C=C/C(C)(C)C.[H]/N=N/C

```
28
C8H18N2 | the OMol25 dataset | ωB97M-V/def2-TZVPD
C -1.519 -1.180 2.047
C -0.477 -0.899 1.018
C 1.313 2.186 0.075
C 2.387 0.099 0.907
C 1.388 0.073 -1.313
C -2.108 -1.246 -2.033
C -0.017 0.313 0.843
C 1.176 0.662 0.123
N -1.697 0.094 -1.660
N -2.338 0.576 -0.764
H -1.185 -1.851 2.813
H -1.952 -0.301 2.530
H 0.095 -1.670 0.563
H 0.512 2.730 -0.345
H 2.263 2.451 -0.490
H 1.541 2.388 1.114
H 3.305 0.528 0.783
H 2.186 0.302 2.004
H 2.242 -1.003 0.729
H 1.349 -1.042 -1.342
H 0.538 0.329 -1.975
H 2.346 0.499 -1.780
H -1.916 -1.189 -3.119
H -1.591 -2.147 -1.553
H -3.100 -1.485 -1.788
H -0.552 1.066 1.411
H -2.334 -1.698 1.594
H -1.853 1.415 -0.393
```


This record from the OMol25 dataset describes C5H20FO5Pd as an isolated structure at a distorted geometry. The level of theory is ωB97M-V/def2-TZVPD.

Summary:
Multiplicity = 3
Expectation value of S² = 2.008
Charge = +1
HOMO energy (alpha / beta) = -0.469 / -0.468 Ha
Relative energy (zero: lowest compared OMol25 entry of this formula, charge and spin) = 77.8 kcal/mol
Gap between HOMO and LUMO (alpha / beta) = 8.777 / 3.293 eV

```
32
C5H20FO5Pd | the OMol25 dataset | ωB97M-V/def2-TZVPD
Pd -1.217 2.153 1.623
F -0.297 0.390 0.718
C 2.814 2.105 -0.222
O 3.042 2.777 1.093
H 3.484 2.496 -0.987
H 3.049 1.060 -0.020
H 1.764 2.087 -0.515
H 3.994 2.794 1.208
C -1.012 -2.960 -0.047
O -1.571 -2.094 0.864
H 0.076 -3.017 0.010
H -1.464 -3.951 -0.002
H -1.299 -2.699 -1.065
H -1.072 -1.281 0.753
C 2.362 -1.714 1.614
O 2.049 -0.496 2.245
H 1.500 -2.331 1.870
H 2.448 -1.665 0.528
H 3.272 -2.142 2.034
H 1.285 -0.167 1.765
C -3.675 0.604 -0.152
O -3.205 1.261 1.008
H -4.041 1.387 -0.817
H -2.886 0.011 -0.616
H -4.489 -0.078 0.091
H -3.974 1.339 1.577
C -0.256 0.838 -2.756
O 0.612 0.135 -1.881
H 0.033 0.738 -3.802
H -1.219 0.339 -2.649
H -0.298 1.883 -2.451
H 0.193 0.196 -1.020
```


This record from the OMol25 dataset describes C13H12O5PV as an isolated structure at a distorted geometry. The level of theory is ωB97M-V/def2-TZVPD.

Summary:
Multiplicity = 4
Expectation value of S² = 3.851
Charge = +1
HOMO energy (alpha / beta) = -0.448 / -0.461 Ha
Relative energy (zero: lowest compared OMol25 entry of this formula, charge and spin) = 0.0 kcal/mol
Gap between HOMO and LUMO (alpha / beta) = 7.016 / 6.615 eV

```
32
C13H12O5PV | the OMol25 dataset | ωB97M-V/def2-TZVPD
O -0.100 1.415 -3.030
C 0.096 0.817 -2.039
V 0.008 0.087 0.117
C -0.148 0.829 1.851
O -0.274 1.224 2.967
C -0.377 -1.754 -0.152
O -0.483 -2.878 -0.395
C 1.671 -0.128 -1.287
O 2.584 0.696 -1.371
C -1.589 0.771 -0.758
O -2.580 1.067 -1.296
H 1.865 -1.272 -1.413
C 3.033 -0.428 2.359
P 1.621 -1.451 1.785
C 2.559 -2.900 1.218
C 0.950 -1.916 3.437
C 1.332 -1.336 4.655
C 0.689 -1.673 5.846
C -0.364 -2.610 5.835
C -0.731 -3.198 4.640
C -0.094 -2.851 3.451
H 3.646 -0.124 1.493
H 3.629 -1.072 3.023
H 2.647 0.439 2.913
H 3.215 -3.253 2.018
H 3.170 -2.605 0.366
H 1.909 -3.717 0.903
H 2.143 -0.614 4.685
H 1.018 -1.207 6.782
H -0.843 -2.864 6.766
H -1.511 -3.948 4.630
H -0.414 -3.306 2.513
```


This record from the OMol25 dataset describes an isolated molecule of C4H2N2 at a distorted geometry. The level of theory is ωB97M-V/def2-TZVPD.

Summary:
HOMO energy = -0.410 Ha
Relative energy (zero: lowest compared OMol25 entry of this formula, charge and spin) = 7.4 kcal/mol
Gap between HOMO and LUMO = 10.280 eV
SMILES = C=C(C#N)C#N

```
8
C4H2N2 | the OMol25 dataset | ωB97M-V/def2-TZVPD
C -0.732 -0.064 -0.917
C 0.046 -0.033 0.168
C 0.246 1.243 0.872
C 0.859 -1.191 0.533
H -0.913 -0.985 -1.439
H -1.315 0.799 -1.236
N 0.396 2.389 1.174
N 1.413 -2.157 0.845
```


This record from the OMol25 dataset describes an isolated molecule of C4H9NO2 at a distorted geometry. The level of theory is ωB97M-V/def2-TZVPD.

Summary:
HOMO energy = -0.322 Ha
Relative energy (zero: lowest compared OMol25 entry of this formula, charge and spin) = 24.5 kcal/mol
Gap between HOMO and LUMO = 9.554 eV
SMILES = CN[C@H](C)C(=O)O

```
16
C4H9NO2 | the OMol25 dataset | ωB97M-V/def2-TZVPD
C 1.635 -0.297 -1.021
N 1.278 0.143 0.299
C -0.855 -1.217 0.184
C -0.119 0.041 0.688
C -0.894 1.240 0.110
O -1.530 1.870 1.132
O -1.018 1.540 -1.038
H 2.662 -0.042 -1.261
H 1.079 0.223 -1.805
H 1.506 -1.364 -1.250
H 1.922 -0.201 0.986
H -0.383 -2.104 0.602
H -1.861 -1.171 0.608
H -0.934 -1.254 -0.898
H -0.241 0.116 1.759
H -2.245 2.476 0.904
```


This record from the OMol25 dataset describes C3H10N2O as an isolated structure at a distorted geometry. The level of theory is ωB97M-V/def2-TZVPD.

Summary:
HOMO energy = -0.260 Ha
Relative energy (zero: lowest compared OMol25 entry of this formula, charge and spin) = 201.5 kcal/mol
Gap between HOMO and LUMO = 3.429 eV

```
16
C3H10N2O | the OMol25 dataset | ωB97M-V/def2-TZVPD
N 3.309 0.187 0.060
C -0.905 1.008 0.521
C -0.005 -0.068 -0.031
O 1.058 0.239 -0.878
C -2.089 0.789 1.094
N -1.989 -1.669 -0.636
H 3.459 -0.673 0.562
H 4.195 0.623 -0.065
H -0.449 2.014 0.579
H 0.518 -0.513 0.860
H -0.779 -0.849 -0.489
H 2.037 0.180 -0.455
H -2.606 -0.164 0.962
H -2.465 1.560 1.732
H -2.251 -1.499 -1.581
H -1.873 -2.641 -0.379
```